Density functional theory data (wB97M-V/def2-TZVPD) for a molecular structure, C7H24B3FN2O9Tl2.

Results
- Highest occupied orbital energy: -16.48 eV
- E_tot: -1585.143535 a.u.
- Total charge: +2
- LUMO energy: -11.9 eV
- Gap between HOMO and LUMO: 4.598 eV
- Energy above the lowest of the compared OMol25 structures with the same formula, charge and spin: 1564.5 kJ/mol

Element x y z (Å)
Tl1 -14.789 21.354 18.713
Tl2 -11.179 21.853 19.915
B1 -10.202 19.942 20.690
H1 -9.707 20.879 20.891
H2 -11.257 20.145 20.789
H3 -10.002 19.645 19.672
H4 -9.871 19.220 21.421
B2 -12.702 20.268 19.111
H5 -12.821 20.477 20.163
H6 -11.666 19.991 18.993
H7 -13.387 19.481 18.839
H8 -12.941 21.107 18.476
B3 -13.483 22.456 20.361
H9 -12.597 22.732 20.912
H10 -14.301 23.040 20.754
H11 -13.283 22.703 19.330
H12 -13.683 21.396 20.390
C1 -12.190 24.145 17.179
C2 -12.724 22.798 17.587
O1 -11.909 21.951 18.051
O2 -13.882 22.439 17.450
H13 -11.622 24.094 16.249
H14 -11.511 24.693 17.832
H15 -13.052 24.804 17.076
C3 -14.076 20.249 23.377
C4 -13.588 20.924 22.166
O3 -14.171 20.039 21.260
C5 -14.370 18.768 21.810
O4 -14.566 17.711 21.192
O5 -14.225 18.877 23.127
F1 -12.252 20.825 21.890
H16 -15.102 20.564 23.568
H17 -13.404 20.521 24.191
H18 -13.976 21.912 21.917
C6 -12.532 17.643 18.337
N1 -12.636 18.298 17.014
O6 -12.406 17.640 16.021
O7 -12.964 19.475 16.880
H19 -12.665 16.562 18.329
H20 -12.860 18.181 19.227
H21 -11.449 17.767 18.329
C7 -11.339 20.520 16.472
N2 -10.070 20.467 17.272
O8 -10.061 20.986 18.376
O9 -9.131 19.862 16.676
H22 -12.201 20.669 17.121
H23 -11.346 19.580 15.919
H24 -11.227 21.389 15.824